# 1
Entry from the OMol25 dataset: C31H23ClF3NP2S3Ti as an isolated structure at a distorted geometry (ωB97M-V/def2-TZVPD).

expectation value of S² = 2.03
2S+1 = 3
E = -128889.47878 eV
orbital gap (alpha / beta) = 3.8 / 6.3 eV
LUMO level (alpha / beta) = 4.45 / 4.45 eV
ΔE to the lowest compared entry with this formula, charge and spin = 0.8615 eV
total charge = -2
highest occupied orbital energy (alpha / beta) = 0.02238 / -0.06924 Eh

Last column: Löwdin spin population.
Element x y z (Å)
Ti1 -0.6803 0.1108 -1.7334  1.258
S1 -2.0305 -1.6938 0.2909  0.004
P1 -0.0611 -1.4105 0.3565  0.024
C1 0.5902 0.1438 0.0524  0.001
P2 -0.2003 1.4112 0.8744  0.005
S2 -2.0406 1.9481 0.3213  0.011
C2 0.8886 2.8862 0.7174  0.001
C3 2.0757 2.8107 -0.0002  0.001
C4 2.8926 3.9363 -0.1251  0.000
C5 2.5318 5.1330 0.4783  0.001
C6 1.3386 5.2133 1.1936  0.000
C7 0.5194 4.0975 1.2997  0.001
C8 -0.1568 1.1328 2.7044  0.000
C9 1.0405 1.2626 3.4072  0.000
C10 1.1269 0.9042 4.7490  0.000
C11 0.0105 0.3930 5.4032  0.000
C12 -1.1855 0.2507 4.7083  0.000
C13 -1.2697 0.6215 3.3671  0.000
C14 0.6381 -2.1473 1.9107  0.004
C15 -0.1357 -2.9414 2.7386  0.000
C16 0.3995 -3.4878 3.9058  0.000
C17 1.7203 -3.2360 4.2493  0.000
C18 2.5017 -2.4287 3.4283  0.000
C19 1.9585 -1.8820 2.2664  0.001
C20 0.7018 -2.4941 -0.9371  0.009
C21 0.0655 -3.6552 -1.3645  0.010
C22 0.6181 -4.4401 -2.3670  -0.001
C23 1.8225 -4.0695 -2.9565  0.009
C24 2.4666 -2.9205 -2.5323  0.000
C25 1.9102 -2.1377 -1.5211  0.012
H1 2.3203 1.8711 -0.4835  0.000
H2 3.8055 3.8751 -0.7077  0.000
H3 3.1664 6.0062 0.3802  0.000
H4 1.0419 6.1490 1.6522  0.000
H5 -0.4283 4.1584 1.8246  0.000
H6 1.9188 1.6362 2.8899  0.000
H7 2.0684 1.0076 5.2793  0.000
H8 0.0785 0.0950 6.4447  0.000
H9 -2.0562 -0.1637 5.2077  0.000
H10 -2.1909 0.5007 2.8102  0.000
H11 -1.1722 -3.1133 2.4622  0.000
H12 -0.2216 -4.1016 4.5496  0.000
H13 2.1356 -3.6543 5.1594  0.000
H14 3.5293 -2.2133 3.6988  0.000
H15 2.5413 -1.2210 1.6310  0.001
H16 -0.8940 -3.9064 -0.9334  0.001
H17 0.0905 -5.3219 -2.7127  0.000
H18 2.2383 -4.6606 -3.7659  0.001
H19 3.3858 -2.6019 -3.0118  0.000
H20 2.3762 -1.2112 -1.2203  0.001
F1 -4.6126 -1.5081 -5.1464  0.000
C26 -3.8425 -0.5625 -5.7318  -0.001
F2 -4.6316 -0.0036 -6.6901  -0.001
F3 -2.8854 -1.2269 -6.4035  0.000
C27 -3.3259 0.4654 -4.7811  0.035
C28 -3.7588 1.8075 -4.9063  0.198
C29 -3.2466 2.7484 -4.0178  0.016
C30 -2.3792 2.3532 -3.0281  0.152
N1 -2.0013 1.0357 -2.8617  0.098
C31 -2.4518 0.0978 -3.7718  0.088
S3 -1.7573 -1.4611 -3.4569  0.010
H21 -4.4404 2.0945 -5.6928  0.017
H22 -3.5240 3.7944 -4.0946  -0.005
H23 -1.9687 3.0486 -2.3180  0.010
Cl1 1.0349 0.8756 -3.1391  0.028

# 2
Entry from the OMol25 dataset: a 2-piece molecular cluster, C3H3BrClOPS overall at a distorted geometry (ωB97M-V/def2-TZVPD).

structure (SMILES) = S=P1=CC(Br)=CO1.Cl
E = -107894.75924 eV
orbital gap = 7.5 eV
LUMO level = -0.89 eV
ΔE to the lowest compared entry with this formula, charge and spin = 1.2683 eV
highest occupied orbital energy = -0.30837 Eh

Last column: natural (NBO) charge in e.
Element x y z (Å)
C1 -0.8075 0.8176 -1.2220  -0.621
C2 -1.5131 -0.3983 -0.9367  -0.151
C3 -1.1120 -0.9516 0.2370  0.089
O1 -0.1748 -0.1859 0.8530  -0.699
P1 0.1116 1.2477 0.2079  1.274
S1 1.7621 2.1582 0.6245  -0.432
Cl1 3.0958 -0.4354 2.3176  -0.285
Br1 -2.7660 -1.2395 -2.1883  0.071
H1 -1.0459 1.4413 -1.9531  0.233
H2 -1.4667 -1.8875 0.8171  0.235
H3 3.9165 -0.5666 1.2432  0.287

# 3
Entry from the OMol25 dataset: C23H26CdN3O7SSb2 as an isolated structure (ωB97M-V/def2-TZVPD).

E = -71552.11258 eV
orbital gap = 6.9 eV
LUMO level = 1.19 eV
ΔE to the lowest compared entry with this formula, charge and spin = 0.2550 eV
total charge = -1
highest occupied orbital energy = -0.20803 Eh

Last column: natural (NBO) charge in e.
Element x y z (Å)
Cd1 0.1834 0.0886 0.5259  1.557
O1 2.3003 -2.9176 2.0493  -0.623
C1 1.7007 -1.8994 1.7949  0.647
O2 0.4962 -1.8646 1.2679  -0.932
C2 2.4586 -0.5060 2.0455  0.650
O3 3.3740 -0.4805 2.8309  -0.612
O4 2.0757 0.5101 1.3128  -0.949
C3 1.1148 4.4874 -1.1410  -0.982
Sb1 0.5631 2.4427 -1.4490  0.981
C4 -1.3700 2.8787 -2.2646  -1.001
C5 1.5858 2.2347 -3.3561  -0.730
C6 0.8981 1.3041 -4.3127  -0.062
C7 -0.1046 1.8244 -5.1361  -0.198
C8 -0.8040 1.0345 -6.0311  -0.225
C9 -0.4998 -0.3176 -6.1227  -0.212
C10 0.5056 -0.8434 -5.3309  -0.207
C11 1.2243 -0.0583 -4.4239  -0.026
C12 2.2918 -0.7053 -3.6002  -0.767
Sb2 1.5747 -1.3982 -1.6671  1.018
C13 3.4995 -2.0569 -1.0349  -0.985
C14 0.8687 -3.2957 -2.3385  -0.994
H1 0.8503 5.0542 -2.0333  0.222
H2 2.1862 4.5578 -0.9589  0.237
H3 0.5855 4.8930 -0.2799  0.231
H4 -1.3352 3.7850 -2.8692  0.222
H5 -2.0755 3.0170 -1.4450  0.233
H6 -1.7030 2.0445 -2.8806  0.241
H7 2.6121 1.9518 -3.1335  0.235
H8 1.5878 3.2518 -3.7492  0.232
H9 -0.3325 2.8826 -5.0686  0.205
H10 -1.5746 1.4697 -6.6541  0.213
H11 -1.0328 -0.9547 -6.8168  0.213
H12 0.7613 -1.8944 -5.4176  0.208
H13 3.1376 -0.0505 -3.3945  0.229
H14 2.6690 -1.6047 -4.0898  0.232
H15 3.9376 -2.6109 -1.8641  0.217
H16 3.4006 -2.6910 -0.1543  0.272
H17 4.1190 -1.1977 -0.7827  0.240
H18 1.6849 -3.8322 -2.8214  0.221
H19 0.0421 -3.1677 -3.0366  0.227
H20 0.5256 -3.8491 -1.4657  0.252
O5 -7.6010 2.0861 7.7020  -0.996
S1 -7.2703 1.6062 6.3799  2.399
O6 -6.6713 0.2897 6.3345  -1.002
O7 -8.2682 1.8660 5.3549  -1.004
C15 -5.9377 2.7128 5.8187  0.151
N1 -5.9931 4.0002 6.1805  -0.406
C16 -5.0807 4.7999 5.6516  0.076
C17 -4.0977 4.3575 4.7795  -0.302
C18 -4.1320 3.0126 4.4642  0.174
N2 -5.0460 2.1981 4.9719  -0.429
C19 -3.1553 2.3685 3.5338  0.030
C20 -3.1091 0.9811 3.4411  -0.207
C21 -2.2213 0.3931 2.5647  0.053
N3 -1.4011 1.1054 1.7782  -0.591
C22 -1.4349 2.4369 1.8771  0.044
C23 -2.2862 3.1011 2.7330  -0.235
H21 -5.1226 5.8437 5.9479  0.187
H22 -3.3488 5.0360 4.3960  0.207
H23 -3.7777 0.3898 4.0532  0.280
H24 -2.1528 -0.6835 2.4740  0.222
H25 -0.7442 2.9877 1.2496  0.191
H26 -2.2715 4.1818 2.7537  0.223

What is the ΔE to the lowest compared entry with this formula, charge and spin in the second record?
1.2683 eV